1.
# H16O8

8 unconnected molecules or ions with the total composition H16O8 in a non-equilibrium geometry (ωB97M-V with the def2-TZVPD basis set, the Open Molecules 2025 dataset).

Bonds (Å) are listed after each position.
Geometry (Å):
1 H 0.87712 -0.28015 -0.40600  O14 0.957
2 H 3.71753 0.37602 0.02712  O6 0.957
3 H 4.11885 -0.11376 1.40224  O6 0.957
4 H 1.82353 -2.12591 -2.04274  O22 0.957
5 H -0.38924 3.74206 -2.54605  O10 0.957
6 O 3.73104 -0.40689 0.57767  H2 0.957, H3 0.957
7 H -2.95426 0.38067 1.77351  O11 0.957
8 H 0.84929 2.17990 0.07524  O16 0.957
9 H -0.72974 -3.83296 0.95981  O20 0.957
10 O -0.79669 2.87693 -2.50408  H5 0.957, H23 0.957
11 O -3.42546 1.13133 1.41196  H7 0.957, H13 0.957
12 H -3.25223 -1.92986 2.56108  O15 0.957
13 H -3.45534 0.96481 0.46983  O11 0.957
14 O 0.44236 0.48106 -0.02158  H1 0.957, H19 0.957
15 O -2.68855 -1.34286 2.05716  H12 0.957, H24 0.957
16 O 1.30604 3.02090 0.09333  H8 0.957, H18 0.957
17 H 0.31864 -2.74081 0.95862  O20 0.957
18 H 1.74919 3.07159 -0.75359  O16 0.957
19 H -0.32131 0.11951 0.42822  O14 0.957
20 O -0.62431 -2.88501 0.87925  H9 0.957, H17 0.957
21 H 0.87312 -1.18214 -2.74836  O22 0.957
22 O 0.89962 -1.88118 -2.09501  H4 0.957, H21 0.957
23 H -0.07871 2.28401 -2.28230  O10 0.957
24 H -1.99051 -1.90720 1.72474  O15 0.957

As for the energy relative to the best compared isomer or geometry (same formula, charge and spin): 0.532 eV. The highest occupied orbital energy (spin up / spin down) is 0.3350 / -7.7150 eV. Its expectation value of S² is 0.75. As for the orbital gap (spin up / spin down): 2.69 / 10.79 eV. The net charge is -1. The multiplicity is 2.

2.
# H16O8

8 unconnected molecules or ions with the total composition H16O8 (ωB97M-V with the def2-TZVPD basis set, the Open Molecules 2025 dataset).

Bonds (Å) are listed after each position.
Geometry (Å):
1 H 0.48201 3.40024 3.11055  O17 0.964
2 H 2.63004 -1.18450 -2.79405  O6 0.964
3 H 1.47926 -0.58107 -3.58248  O6 0.964
4 O -2.17957 -2.04574 -3.30312  H18 0.964, H20 0.964
5 O 2.16370 1.72437 0.40037  H12 0.964, H23 0.964
6 O 1.91491 -0.54214 -2.72360  H2 0.964, H3 0.964
7 O -0.53578 -3.32144 -1.35198  H14 0.964, H22 0.964
8 H -1.93069 -0.08287 1.47251  O11 0.964
9 H -1.12133 1.31748 4.15461  O10 0.964
10 O -0.23849 0.93126 4.17512  H9 0.964, H13 0.964
11 O -2.35691 0.77949 1.53298  H8 0.964, H21 0.964
12 H 2.63218 2.40493 -0.09597  O5 0.964
13 H 0.21825 1.35087 3.43735  O10 0.964
14 H -1.35718 -3.48657 -0.87549  O7 0.964
15 O 0.15603 -0.55704 -0.34928  H16 0.964, H24 0.964
16 H 0.10371 -1.47590 -0.63554  O15 0.964
17 O -0.03968 2.85104 2.51455  H1 0.964, H19 0.964
18 H -2.00685 -2.31472 -4.21241  O4 0.964
19 H 0.30523 3.06148 1.63948  O17 0.964
20 H -2.59101 -1.17839 -3.38925  O4 0.964
21 H -1.73641 1.37845 1.10261  O11 0.964
22 H 0.15280 -3.57763 -0.72811  O7 0.964
23 H 2.79846 1.44275 1.06876  O5 0.964
24 H 1.05731 -0.29435 -0.56763  O15 0.964

As for the energy relative to the best compared isomer or geometry (same formula, charge and spin): 2.608 eV. The highest occupied orbital energy is -10.1018 eV. As for the orbital gap: 10.37 eV. The net charge is 0.

3.
# H16O8

8 unconnected molecules or ions with the total composition H16O8 (ωB97M-V with the def2-TZVPD basis set, the Open Molecules 2025 dataset).

Bonds (Å) are listed after each position.
Geometry (Å):
1 O 1.23426 0.72984 2.49693  H3 0.957, H10 0.957
2 H -3.68749 -0.60049 0.10178  O8 0.957
3 H 1.35268 1.63361 2.78920  O1 0.957
4 O 0.65385 0.01933 -3.02496  H14 0.957, H22 0.957
5 H -0.81198 1.74335 -3.97590  O23 0.957
6 H -0.10920 2.82131 -0.03692  O12 0.957
7 H 0.20391 -0.03010 0.92806  O15 0.957
8 O -3.11847 0.03065 0.54237  H2 0.957, H17 0.957
9 H -1.14114 2.30962 -2.61102  O23 0.957
10 H 2.12366 0.38562 2.41503  O1 0.957
11 H 1.67831 -2.36314 3.23881  O20 0.957
12 O -0.28844 2.31664 -0.83029  H6 0.957, H24 0.957
13 H 0.86677 -1.11582 2.96043  O20 0.957
14 H 0.66197 -0.75120 -3.59280  O4 0.957
15 O -0.39287 -0.26393 0.21714  H7 0.957, H19 0.957
16 H 1.84453 -3.85679 0.95782  O18 0.957
17 H -2.25812 -0.10353 0.14483  O8 0.957
18 O 1.18861 -3.27823 0.56890  H16 0.957, H21 0.957
19 H -0.40601 0.50791 -0.34882  O15 0.957
20 O 0.79023 -2.06665 3.03971  H11 0.957, H13 0.957
21 H 0.92507 -2.69920 1.28410  O18 0.957
22 H 0.08633 -0.22683 -2.29451  O4 0.957
23 O -1.54298 2.05264 -3.44091  H5 0.957, H9 0.957
24 H 0.14652 2.80538 -1.52899  O12 0.957

As for the energy relative to the best compared isomer or geometry (same formula, charge and spin): 2.419 eV. The highest occupied orbital energy is -10.4288 eV. As for the orbital gap: 10.10 eV. The net charge is 0.

4.
# H16O8

8 unconnected molecules or ions with the total composition H16O8 (ωB97M-V with the def2-TZVPD basis set, the Open Molecules 2025 dataset).

Bonds (Å) are listed after each position.
Geometry (Å):
1 H -1.69756 -3.28625 0.99827  O9 0.957
2 H 2.03687 0.51550 -2.05842  O11 0.957
3 O 0.75190 -2.99180 -0.01070  H5 0.957, H16 0.957
4 H -0.07013 -0.99093 0.04826  O17 0.957
5 H 0.44928 -3.33653 -0.85083  O3 0.957
6 H 2.18729 3.92187 -1.64162  O7 0.957
7 O 1.76424 3.39187 -0.96608  H6 0.957, H18 0.957
8 H 1.29082 0.64268 3.36228  O12 0.957
9 O -1.86713 -4.15660 1.35875  H1 0.957, H14 0.957
10 O -0.56587 2.90876 -3.09109  H15 0.957, H19 0.957
11 O 1.17738 0.93340 -2.00470  H2 0.957, H24 0.957
12 O 0.38202 0.91897 3.24405  H8 0.957, H20 0.957
13 H -2.51112 -0.71175 2.72289  O21 0.957
14 H -2.57097 -4.02069 1.99307  O9 0.957
15 H -0.00146 2.23741 -2.70773  O10 0.957
16 H 0.90612 -3.76913 0.52614  O3 0.957
17 O -0.17320 -0.07475 0.30559  H4 0.957, H22 0.957
18 H 1.79241 2.49870 -1.30913  O7 0.957
19 H 0.01777 3.65047 -3.25067  O10 0.957
20 H 0.21739 0.80816 2.30764  O12 0.957
21 O -2.58301 0.09553 2.21362  H13 0.957, H23 0.957
22 H 0.31314 0.41663 -0.35642  O17 0.957
23 H -1.83341 0.07162 1.61884  O21 0.957
24 H 0.58724 0.32685 -2.45200  O11 0.957

As for the energy relative to the best compared isomer or geometry (same formula, charge and spin): 2.445 eV. The highest occupied orbital energy is -10.6919 eV. As for the orbital gap: 10.23 eV. The net charge is 0.

5.
# H16O8

8 unconnected molecules or ions with the total composition H16O8 (ωB97M-V with the def2-TZVPD basis set, the Open Molecules 2025 dataset).

Bonds (Å) are listed after each position.
Geometry (Å):
1 H 3.31644 1.81469 6.48840  O13 0.965
2 H 8.10006 -0.00318 0.39700  O22 0.961
3 H 3.73542 -1.92521 5.20132  O23 0.962
4 H 1.98631 3.03348 4.27124  O18 0.963
5 O 6.89110 -0.55330 3.51019  H14 0.962, H16 0.965
6 H 0.76259 1.15578 6.51145  O15 0.963
7 H 1.65728 0.56538 5.41558  O15 0.965
8 H 3.20539 2.87618 3.35349  O18 0.970
9 H 6.60886 3.19321 1.38074  O24 0.961
10 O 4.39730 1.36562 3.65896  H17 0.963, H19 0.966
11 H 7.31154 0.06605 1.71833  O22 0.968
12 H 6.17998 1.85337 0.78652  O24 0.971
13 O 4.13508 2.31526 6.39003  H1 0.965, H20 0.966
14 H 7.19530 -1.36036 3.93631  O5 0.962
15 O 1.39336 1.39842 5.82599  H6 0.963, H7 0.965
16 H 7.15819 0.15322 4.11110  O5 0.965
17 H 5.20040 1.03244 3.24523  O10 0.963
18 O 2.46387 3.46692 3.55634  H4 0.963, H8 0.970
19 H 4.04817 0.62445 4.17161  O10 0.966
20 H 4.34242 2.20866 5.45220  O13 0.966
21 H 3.57176 -0.97726 6.39050  O23 0.963
22 O 7.31183 0.37030 0.79935  H2 0.961, H11 0.968
23 O 3.72266 -0.99305 5.43964  H3 0.962, H21 0.963
24 O 5.82857 2.67767 1.16126  H9 0.961, H12 0.971

As for the energy relative to the best compared isomer or geometry (same formula, charge and spin): 1.886 eV. The highest occupied orbital energy is -9.8455 eV. As for the orbital gap: 9.59 eV. The net charge is 0.

6.
# H16O8

8 unconnected molecules or ions with the total composition H16O8 (ωB97M-V with the def2-TZVPD basis set, the Open Molecules 2025 dataset).

Bonds (Å) are listed after each position.
Geometry (Å):
1 H -3.22245 -0.57167 4.04661  O14 0.957
2 O 7.64395 -1.01543 1.00485  H3 0.957, H18 0.957
3 H 6.76225 -0.64500 0.96464  O2 0.957
4 H -2.26918 3.14594 -0.86567  O17 0.957
5 O 3.74409 2.07668 1.21939  H11 0.957, H21 0.957
6 H -2.35490 -0.28315 -3.24525  O22 0.957
7 H -2.65772 -1.63998 -3.84460  O22 0.957
8 O 0.75578 -0.51811 -0.67541  H16 0.957, H24 0.957
9 H -3.71687 0.15388 5.27990  O14 0.957
10 H -6.73609 0.02860 0.26483  O20 0.957
11 H 3.18011 2.75983 0.85680  O5 0.957
12 H -2.76682 2.93304 0.54816  O17 0.957
13 O 2.97975 -3.53249 -2.80767  H19 0.957, H23 0.957
14 O -3.95664 -0.05383 4.37680  H1 0.957, H9 0.957
15 H -5.48259 0.18577 -0.56939  O20 0.957
16 H 0.02175 -0.09093 -0.23389  O8 0.957
17 O -2.73017 2.51542 -0.31236  H4 0.957, H12 0.957
18 H 8.13126 -0.41446 1.56839  O2 0.957
19 H 2.42439 -2.82176 -2.48725  O13 0.957
20 O -6.26944 -0.35181 -0.47931  H10 0.957, H15 0.957
21 H 3.84073 2.31022 2.14262  O5 0.957
22 O -2.67569 -0.70374 -4.04302  H6 0.957, H7 0.957
23 H 3.82222 -3.39226 -2.37548  O13 0.957
24 H 1.53227 -0.07477 -0.33370  O8 0.957

As for the energy relative to the best compared isomer or geometry (same formula, charge and spin): 2.898 eV. The highest occupied orbital energy is -11.3065 eV. As for the orbital gap: 11.17 eV. The net charge is 0.